{
  "formula": "C20H20N5OPm",
  "method": "the ωB97M-V functional and the def2-TZVPD basis",
  "homo_ha": [-0.4960, -0.4969],
  "charge": 2,
  "lumo_energy_ev": [-7.162, -6.972],
  "spin_multiplicity": 5,
  "orbital_gap_ev": [6.333, 6.549],
  "largest_force_ev_per_a": 0.8,
  "elements": ["H", "C", "H", "H", "C", "C", "H", "C", "H", "C", "C", "N", "H", "C", "C", "H", "C", "H", "N", "O", "H", "C", "H", "H", "C", "C", "C", "H", "H", "C", "H", "H", "H", "C", "C", "Pm", "N", "H", "C", "C", "N", "C", "H", "N", "H", "C", "H"],
  "positions_angstrom": [[-5.93558, -1.50668, 0.70905], [-5.67480, -0.58186, 0.19589], [-0.29281, -2.42120, -0.71264], [1.46717, 5.06905, -1.67273], [-1.45957, 2.06062, -4.14114], [0.60293, -2.26020, -0.12285], [3.80111, -1.70931, 1.93190], [2.05470, -0.82149, 1.07016], [-6.14278, -0.60688, -0.78793], [2.89221, -1.89022, 1.36683], [-1.35751, -0.07696, -0.01797], [-1.70875, 1.22453, -2.10999], [-6.10880, 0.24562, 0.76048], [-1.95849, -0.79700, 1.01178], [2.79134, 0.73266, 2.89037], [4.00163, -4.23086, 2.19034], [3.49459, -4.34007, 1.23198], [2.66706, -0.03213, 3.64270], [2.71385, 1.54179, 0.82505], [1.91357, 4.32092, -1.25480], [-1.52965, 2.21196, -5.20553], [-4.17804, -0.42316, 0.10099], [-4.20785, 0.79064, -1.66671], [1.14761, -4.32160, -0.15803], [3.27311, 2.02611, 2.95442], [-2.20953, 0.47394, -0.96885], [2.58492, -3.17255, 0.94248], [3.49307, 3.44935, 1.26242], [-3.75532, -1.56323, 1.86703], [1.41732, -3.33111, 0.19288], [-1.33031, -1.23900, 1.77731], [2.93231, -5.27269, 1.26054], [4.25285, -4.43255, 0.45203], [3.20376, 2.48353, 1.64698], [-0.83550, 2.86449, -3.19899], [0.91011, 2.05828, -0.59684], [0.05584, 0.12834, -0.03609], [-0.29203, 3.78255, -3.36092], [-2.00756, 1.02967, -3.40243], [0.89106, -0.97287, 0.32410], [2.45622, 0.46401, 1.62032], [-3.32752, -0.97923, 1.05899], [2.82499, 4.62119, -1.14168], [-0.98401, 2.37023, -1.95950], [-2.59990, 0.17168, -3.68429], [-3.58923, 0.31727, -0.91081], [3.64221, 2.54444, 3.82369]],
  "lowdin_spin": [0.000, 0.000, 0.000, 0.000, 0.000, 0.000, 0.000, 0.000, 0.000, 0.000, 0.000, 0.000, 0.000, -0.001, 0.001, 0.000, 0.000, 0.000, -0.011, -0.001, 0.000, -0.001, 0.000, 0.000, 0.000, -0.001, 0.000, 0.000, 0.000, 0.000, 0.000, 0.000, 0.000, 0.000, 0.000, 4.047, -0.022, 0.000, 0.001, -0.001, 0.000, 0.000, 0.000, -0.011, 0.000, 0.000, 0.000]
}

{
  "formula": "C58H136B3F6HgN13O32S2",
  "method": "the ωB97M-V functional and the def2-TZVPD basis",
  "homo_ha": -0.2161,
  "charge": -2,
  "lumo_energy_ev": -4.206,
  "spin_multiplicity": 1,
  "orbital_gap_ev": 1.676,
  "largest_force_ev_per_a": 5.7,
  "elements": ["H", "H", "H", "C", "O", "O", "C", "N", "C", "H", "C", "C", "H", "H", "H", "H", "C", "H", "H", "C", "N", "F", "H", "H", "H", "C", "H", "N", "H", "H", "N", "H", "H", "C", "N", "H", "C", "H", "H", "H", "C", "F", "H", "C", "H", "O", "C", "H", "O", "H", "H", "H", "H", "O", "C", "O", "O", "H", "C", "O", "H", "H", "C", "H", "H", "H", "H", "C", "H", "H", "B", "C", "B", "H", "H", "H", "N", "C", "H", "H", "H", "H", "H", "C", "H", "H", "N", "H", "H", "C", "H", "O", "C", "H", "O", "O", "H", "H", "H", "H", "H", "F", "Hg", "C", "H", "O", "C", "C", "F", "H", "H", "H", "H", "C", "H", "H", "F", "C", "H", "O", "H", "C", "H", "H", "C", "O", "H", "C", "O", "H", "O", "H", "H", "C", "H", "C", "C", "H", "S", "C", "H", "C", "C", "H", "H", "H", "C", "C", "H", "H", "H", "O", "H", "H", "F", "H", "C", "O", "H", "H", "H", "H", "C", "C", "H", "S", "H", "H", "O", "N", "H", "H", "H", "H", "C", "C", "O", "H", "O", "H", "C", "C", "C", "N", "H", "H", "H", "H", "H", "H", "C", "H", "C", "O", "H", "H", "H", "H", "H", "H", "H", "H", "H", "O", "C", "O", "B", "N", "H", "H", "O", "O", "O", "H", "C", "H", "O", "H", "C", "C", "H", "H", "O", "H", "H", "H", "H", "H", "C", "H", "O", "H", "H", "H", "N", "H", "O", "C", "H", "H", "N", "C", "H", "H", "H", "N", "O", "H", "C", "C", "C"],
  "positions_angstrom": [[-15.87526, -1.03489, -5.64539], [-3.66494, -5.02294, 11.77281], [-5.06578, 7.71073, 18.99024], [-1.35164, -5.78049, 12.66539], [-10.66465, -1.55333, 7.63054], [-23.50619, -2.72103, 4.34580], [-9.55710, -0.92262, 7.93513], [-18.96047, -0.74542, 12.25143], [-16.36005, -6.63213, 12.31086], [-7.10270, 5.82958, 0.52816], [-5.34443, 5.92827, 13.31371], [-19.48824, -7.95379, 2.49751], [-0.26910, -5.65492, 12.64472], [-17.60495, 5.22016, 0.83632], [-23.39774, -2.71513, 2.32743], [-12.16357, 12.49633, 1.98313], [-4.92489, 6.84955, 15.50361], [-19.18735, -9.24239, 4.28997], [-0.94992, -0.66383, 11.18400], [-1.87805, -1.15352, 10.88924], [-6.35497, 5.96480, 17.25617], [-9.07781, 8.91878, 9.99303], [-3.59956, -4.13658, 3.46876], [-20.46265, -3.20157, 16.18732], [-21.90142, -2.10951, 15.92872], [-12.18800, 9.36639, 3.27454], [-18.91979, 3.41248, -0.91903], [-9.32267, -2.98957, 0.64912], [-20.97026, -1.62917, 6.14119], [-18.12752, -0.31013, 14.05556], [-18.30118, -2.56889, -1.25592], [-3.08598, 2.68345, 5.50335], [-17.46759, -1.27276, -3.76849], [-6.33190, 5.13138, 0.85448], [-17.12709, 4.35999, 0.60854], [-1.77410, -3.88651, 6.05513], [-5.57613, 7.11839, 16.86918], [-18.77453, 4.27172, 2.78979], [-21.11563, -7.71170, 1.23605], [-3.84408, 6.19366, -0.16583], [-3.49171, 6.78600, -2.73117], [-11.08684, 9.28678, 9.22221], [-18.59566, -1.61841, -1.42899], [-13.60278, -0.92938, 6.47267], [-10.06143, 10.54563, 1.73507], [-15.40637, -6.28301, 13.09729], [-20.00508, -1.38552, 14.34811], [-21.84019, 2.93744, -0.01020], [-8.66932, 1.29674, 7.25631], [-1.77958, -1.64692, 9.92231], [-1.02890, 3.11997, 2.58753], [-19.65753, -5.96112, 2.45853], [-0.05635, 5.77629, 7.21459], [-10.48146, 0.27629, 6.19282], [-22.57168, 0.14742, 6.61135], [-5.42195, 4.76476, -0.21741], [-11.68378, -1.75216, 5.40132], [-21.63788, -1.85483, 7.43713], [-4.38657, -7.22309, 7.24675], [-12.13301, 9.30476, 11.85606], [-4.87624, 6.75351, 12.77717], [-24.22946, -0.88076, 4.55299], [-20.81475, -8.51964, 1.90298], [-20.61205, -9.48173, 1.43245], [-21.80845, 0.62894, 6.00002], [-2.66722, -0.41079, 10.77227], [-6.25547, 7.97050, 16.84680], [-9.48051, 0.35566, 7.04392], [-6.36421, 5.57962, -2.37802], [-16.32050, 4.37883, 1.21611], [-14.72041, -5.06792, 12.54344], [-21.24496, 2.11495, -0.40680], [-8.22994, 1.64126, 13.77758], [0.40544, 2.71376, 3.25430], [-0.47522, -3.13409, 12.09526], [-25.00988, -2.30585, 2.92190], [-11.53922, 6.70966, 12.05513], [-18.30084, 3.32771, 2.52038], [-4.50241, 7.78188, 15.12894], [-3.50338, -3.19508, 4.80927], [-4.04805, -4.01018, 7.12817], [-11.25708, -3.49569, -0.99004], [-19.56565, -2.36953, 14.18462], [-18.79908, -3.59733, -3.23353], [-3.85002, 6.70657, 18.03321], [-6.77797, 6.25835, 18.12508], [-3.48002, -4.55576, 12.64896], [-19.47712, -2.76579, -3.42563], [-23.75890, -1.55932, 6.71737], [-3.49314, -5.01915, 5.29636], [-11.43477, -1.95912, -1.73146], [-4.01812, -5.91128, 7.63836], [-19.78303, 1.03897, 13.55134], [-21.01639, -1.30865, 13.94880], [-12.99742, 7.38119, 10.02169], [-19.94968, 2.04865, 0.25706], [-0.62986, 1.45545, 2.98317], [-6.75996, 4.18113, 1.17370], [-9.00086, -2.33288, -1.32273], [-18.84056, -7.78927, 1.63637], [-3.85217, -7.55133, 6.35525], [-14.32353, 4.55572, 10.25666], [-6.04037, -1.54555, 13.52524], [-15.23970, -1.74944, -5.12236], [-2.47635, 6.66390, -2.35402], [-12.20530, 8.11619, 2.58483], [-0.65012, 2.47143, 3.37748], [-4.60865, 7.48921, 18.02584], [-12.07666, 4.50407, 9.90382], [-5.41255, 6.87423, -0.65431], [-18.56107, -6.50264, 3.37828], [-12.96921, 7.22645, 4.25133], [-1.62402, -5.67437, 5.92231], [-12.47030, -4.41294, 13.08264], [-10.00860, -2.98529, 1.39044], [-14.46613, -1.26981, -4.52266], [-10.29477, 7.25114, 9.48818], [-19.13288, -0.30820, 13.63442], [-11.81742, -2.00930, -0.10268], [-17.19964, -5.73118, 10.23373], [-13.11953, 10.35003, 1.58533], [-2.03811, -4.40533, 12.81795], [-20.93691, -2.15899, 17.44476], [-3.80144, -5.38214, 13.13259], [-23.26780, -1.38280, 4.65913], [-9.83266, 0.24609, -1.10084], [-0.65697, 1.94295, 5.50113], [-11.02454, 10.41043, 1.24291], [-9.96698, 8.69794, 12.70479], [-23.37983, -9.23731, 1.79331], [-13.26528, -2.80534, 14.80549], [-18.35557, -1.54976, 12.33643], [-19.45695, -4.34495, -2.79040], [-17.64824, -3.05056, -2.43254], [-4.05949, 4.77738, -2.28463], [-13.07999, 4.79919, 10.78973], [-9.65941, -2.14916, -0.47381], [-18.62115, -9.89574, 2.74504], [-12.90425, 6.69254, 11.30036], [-9.44279, -0.64907, -0.06088], [-5.91449, 6.92109, -3.16470], [-16.80709, -1.98886, -3.27956], [-22.83446, -9.51665, 2.69478], [-11.36456, 9.41352, 3.98715], [-1.42483, 5.62473, 8.30480], [-22.52032, -1.02090, 3.95316], [-10.33726, 8.43175, 9.99138], [-19.19002, 3.28057, 0.12867], [-3.45904, 6.87728, -3.81686], [-17.50678, 2.27752, 0.76145], [-19.09432, 1.78660, 13.15786], [-14.77736, -0.84678, 6.65099], [-9.89972, -0.48616, 0.91522], [-1.45979, -6.37752, 13.57091], [-12.95924, 4.06204, 11.87819], [-1.72016, -6.21953, 11.73828], [-16.35884, -5.69526, 11.15679], [-13.24144, -5.27606, 12.37399], [-18.95665, 2.48461, 2.73762], [-19.78037, 4.13992, 0.44662], [-2.89587, 2.60765, 3.88953], [-4.54816, 5.18538, 13.36047], [-20.90516, -2.21998, 16.35693], [-12.14751, 7.08507, 3.54925], [-24.36120, -4.01631, 2.99210], [-11.02913, 8.37654, 11.79531], [-21.81804, 1.20158, -0.24723], [-1.55679, -4.53393, 4.46248], [-12.63881, -0.38414, 7.08775], [-19.54062, -6.65392, 3.18411], [-17.52247, -2.44001, -0.62577], [-1.82977, 4.75383, 4.88512], [-5.84079, 5.67318, 1.66278], [-6.17479, 5.57068, 12.70483], [-1.15161, 2.65440, 4.83987], [-18.71908, -8.98725, 3.33932], [-14.73843, -3.91276, 13.45802], [-16.30695, -1.25796, -2.64413], [-11.23991, -4.26842, 13.05372], [-5.37398, -4.89925, 6.53854], [-4.78905, 5.98023, -0.66541], [-4.42082, 5.79538, -2.13893], [-17.95638, 3.23677, 1.01800], [-3.97681, -3.98428, 4.39320], [-5.46849, -7.26578, 7.12135], [-13.12675, 11.93730, 3.17230], [-7.54618, 1.51958, 12.95181], [-9.13001, 2.09993, 13.39845], [-8.36562, -0.59009, 0.09507], [-0.01193, 4.55873, 5.11041], [-13.55251, -3.54661, 13.89536], [-12.33027, 6.05970, 3.22783], [-1.97914, -4.76325, 5.44081], [-17.12380, -7.57934, 12.46206], [-1.72833, 6.30902, 6.74758], [-13.05348, 9.46893, 3.92916], [-17.38129, 3.25555, 3.10118], [-20.74696, 1.09310, 13.04537], [-1.84484, -4.07452, 13.83840], [-18.30222, -0.16361, 11.75312], [-14.78859, -2.30987, -5.94121], [-3.93751, 7.75471, -2.50542], [-4.11349, -7.87711, 8.07488], [-15.46526, -4.73512, 11.32407], [-1.12376, 5.56011, 7.25920], [-8.71434, -1.23537, 8.80852], [-11.34742, -0.86841, 6.54701], [-21.81093, -2.08321, 6.46863], [-8.47855, -2.64649, 1.08483], [-18.35350, -4.01021, -4.13856], [-20.12475, -1.16369, 15.73569], [-21.80410, -8.56673, 2.97706], [-16.01752, -2.60662, -4.25951], [-1.46970, -3.80507, 10.86171], [-12.20690, 10.51497, 2.15804], [-17.00641, -3.84782, -2.05767], [-1.31996, 4.24318, 6.71418], [-11.87489, 0.42201, -0.56389], [-1.51634, -3.33910, 11.84598], [-11.10182, -2.43232, -0.80771], [-5.66977, 5.26244, 17.49557], [-17.68745, -8.83101, 3.65463], [-5.87975, 6.22947, 14.60704], [-8.43914, 0.65435, 14.16029], [-7.74878, 2.19725, 14.56727], [-4.09638, 6.17765, 15.72772], [-10.71054, 1.61689, -0.07684], [-21.13433, 2.20138, -1.48772], [-22.91341, -1.24107, 6.10748], [-3.66003, -6.01182, 4.87820], [-2.31548, -2.12133, 11.81635], [-22.18359, 0.13966, 7.62989], [-10.95793, 9.38324, 0.88437], [-23.50278, 0.71229, 6.56590], [-5.63351, 5.97440, -2.95275], [-11.14236, 7.01533, 3.96508], [-14.04400, 6.91925, 12.19062], [-1.01154, 4.17333, 5.31129], [-11.14540, 11.12799, 0.43137], [-4.11500, 8.41074, 17.71730], [-12.20903, 11.85169, 2.75931], [-11.00779, 0.98311, -0.91235], [-23.59407, -9.61941, 3.46972], [-22.40733, -10.50709, 2.53763], [-11.22768, 1.44185, -1.87635], [-2.55884, 2.23700, 4.76653], [-13.68959, -2.33023, 4.40576], [-19.88047, 1.45117, 14.55568], [-4.28580, -4.92984, 6.59357], [-13.04797, -1.79399, 5.31546], [-24.14666, -2.95153, 3.08330]],
  "lowdin_charge": [0.080, 0.071, 0.074, -0.064, 0.259, -0.192, -0.326, 0.021, -0.434, 0.081, -0.106, -0.436, 0.070, 0.066, 0.079, 0.059, -0.187, 0.079, 0.084, -0.116, 0.037, 0.112, 0.070, 0.082, 0.081, -0.181, 0.119, 0.027, 0.076, 0.141, 0.027, 0.067, 0.111, -0.089, 0.025, 0.078, -0.452, 0.076, 0.116, 0.121, -0.092, 0.101, 0.071, -0.463, 0.083, 0.242, -0.208, 0.079, 0.095, 0.083, 0.073, 0.065, 0.080, 0.239, -0.072, -0.176, 0.202, 0.067, -0.119, -0.306, 0.076, 0.120, -0.163, 0.116, 0.081, 0.090, 0.134, -0.322, 0.061, 0.068, -0.812, -0.095, -0.212, 0.060, 0.120, 0.077, -0.235, -0.052, 0.121, 0.067, 0.124, 0.078, 0.121, -0.090, 0.069, 0.068, 0.030, 0.076, 0.139, -0.449, 0.070, -0.210, -0.081, 0.120, -0.302, -0.199, 0.073, 0.092, 0.134, 0.119, 0.074, 0.103, 0.680, -0.083, 0.080, -0.197, -0.089, -0.074, 0.098, 0.122, 0.069, 0.089, 0.073, -0.291, 0.079, 0.085, 0.172, -0.435, 0.081, 0.110, 0.129, -0.435, 0.078, 0.067, -0.231, -0.203, 0.129, -0.083, -0.299, 0.076, 0.143, 0.066, 0.075, -0.441, 0.139, -0.575, -0.442, 0.066, 0.562, -0.189, 0.065, -0.204, -0.123, 0.122, 0.084, 0.133, -0.645, -0.212, 0.080, 0.141, 0.076, 0.157, 0.126, 0.076, 0.137, 0.081, -0.360, 0.194, 0.075, 0.117, 0.058, 0.076, -0.091, -0.117, 0.087, 0.673, 0.079, 0.073, 0.264, 0.046, 0.076, 0.120, 0.083, 0.092, -0.378, -0.073, 0.225, 0.114, 0.108, 0.128, -0.216, -0.451, -0.443, 0.030, 0.091, 0.065, -0.028, 0.022, 0.114, 0.114, -0.361, 0.084, -0.061, 0.117, 0.083, 0.113, 0.077, 0.083, 0.131, 0.074, 0.081, 0.078, 0.084, 0.247, -0.103, 0.103, -0.867, 0.043, 0.064, 0.073, -0.199, -0.186, -0.193, 0.120, -0.431, 0.141, -0.216, 0.076, -0.184, -0.078, 0.069, 0.071, -0.176, -0.040, -0.002, 0.115, 0.089, 0.077, -0.469, 0.124, -0.223, 0.081, 0.074, 0.072, 0.021, 0.092, -0.281, -0.175, 0.074, 0.066, 0.026, -0.117, 0.081, 0.076, 0.091, 0.022, 0.102, 0.072, -0.176, -0.312, -0.091]
}